ORCA calculation (ωB97M-V/def2-TZVPD) on a molecular structure, C42H39F3N2NiO3P2S2Si.

2S+1   3
LUMO (alpha / beta)   0.37 / -1.25 eV
Energy   -5535.61585 a.u.
Total charge   0

Each line ends with the Mulliken spin population.
Element x y z (Å)
1 Ni -1.67230 1.03209 -0.42362  1.0562
2 C -0.76932 3.96489 0.21176  0.0081
3 Si 0.08964 2.56029 -0.67252  -0.0366
4 C 1.81369 2.27504 0.04654  -0.0142
5 C 2.40431 3.39657 0.64206  -0.0122
6 C 3.68869 3.34053 1.16931  -0.0007
7 C 4.41405 2.16065 1.09535  0.0004
8 C 3.85382 1.04758 0.48692  -0.0020
9 C 2.56491 1.09279 -0.03567  0.0116
10 P 1.78002 -0.33261 -0.87870  0.0025
11 C 2.89826 -0.54346 -2.31981  0.0083
12 C 4.13029 -1.19493 -2.27903  0.0003
13 C 4.91621 -1.28488 -3.41844  0.0004
14 C 4.48319 -0.72163 -4.61298  0.0012
15 C 3.25886 -0.07164 -4.66497  0.0001
16 C 2.46958 0.01016 -3.52536  -0.0010
17 C 2.20146 -1.78206 0.15738  -0.0379
18 C 2.13393 -3.05268 -0.42239  0.0204
19 C 2.29451 -4.19295 0.35047  -0.0043
20 C 2.51726 -4.08456 1.71736  0.0026
21 C 2.57483 -2.82873 2.30393  -0.0063
22 C 2.41497 -1.68521 1.53182  0.0268
23 C -0.06261 2.62802 -2.46973  0.0224
24 C 0.24901 3.00516 -3.77365  -0.0026
25 C -0.45631 2.41993 -4.80721  -0.0018
26 C -1.45094 1.46865 -4.54638  0.0098
27 C -1.75382 1.07648 -3.25408  0.0201
28 C -1.04146 1.66968 -2.19585  -0.1036
29 P -1.53490 -1.36789 -0.48345  0.4775
30 C -2.08278 -2.27249 0.97058  0.1094
31 C -1.25089 -3.18475 1.62364  0.0691
32 C -1.65713 -3.76014 2.81648  -0.0125
33 C -2.88794 -3.42590 3.36919  0.0376
34 C -3.71216 -2.50926 2.73160  -0.0165
35 C -3.31023 -1.92576 1.53819  0.0039
36 C -0.97258 -2.57038 -1.67549  0.0899
37 C -0.36101 -2.07649 -2.83813  0.0477
38 C 0.16277 -2.93893 -3.78510  -0.0571
39 C 0.07496 -4.31324 -3.59655  0.0989
40 C -0.55499 -4.81651 -2.46339  -0.0489
41 C -1.07766 -3.95811 -1.51034  0.0559
42 H -0.83181 3.77769 1.28527  -0.0099
43 H -1.78736 4.06632 -0.16726  -0.0022
44 H -0.24471 4.90864 0.03762  -0.0011
45 H 1.85521 4.33112 0.70159  -0.0007
46 H 4.12265 4.21911 1.63126  -0.0001
47 H 5.41609 2.10992 1.50333  -0.0001
48 H 4.42591 0.12933 0.42193  -0.0001
49 H 4.47467 -1.64731 -1.35656  -0.0004
50 H 5.87047 -1.79564 -3.37437  -0.0002
51 H 5.09917 -0.79402 -5.50100  0.0001
52 H 2.91156 0.36771 -5.59246  -0.0001
53 H 1.50931 0.51357 -3.57183  0.0042
54 H 1.95237 -3.15250 -1.48696  -0.0088
55 H 2.24012 -5.16807 -0.11861  -0.0001
56 H 2.64160 -4.97518 2.32107  0.0000
57 H 2.73803 -2.73356 3.37048  -0.0001
58 H 2.43635 -0.71330 2.00646  0.0034
59 H 1.02352 3.73508 -3.97927  0.0001
60 H -0.24474 2.69702 -5.83312  -0.0003
61 H -1.99806 1.03484 -5.37504  0.0001
62 H -2.53165 0.34226 -3.07658  -0.0049
63 H -0.27599 -3.42175 1.21044  0.0314
64 H -1.00593 -4.46158 3.32338  -0.0004
65 H -3.20042 -3.87652 4.30318  0.0027
66 H -4.66853 -2.24017 3.16365  0.0000
67 H -3.94242 -1.19653 1.04504  0.0097
68 H -0.28711 -1.00530 -2.98466  0.0628
69 H 0.64912 -2.53634 -4.66564  0.0003
70 H 0.48770 -4.99050 -4.33371  0.0059
71 H -0.64034 -5.88705 -2.32138  -0.0009
72 H -1.56675 -4.36216 -0.63453  0.0149
73 F -5.36014 2.82065 2.39807  -0.0001
74 C -5.55526 1.84493 1.50110  0.0001
75 F -5.50929 0.67249 2.15237  0.0001
76 F -6.77108 1.98622 0.98282  -0.0001
77 S -4.27367 1.90965 0.18890  0.0199
78 O -4.41292 3.20966 -0.40000  0.0010
79 O -4.54384 0.75978 -0.64241  0.0059
80 O -3.03602 1.72964 0.99295  0.0231
81 C -2.74906 1.08315 4.01761  0.0019
82 N -1.64357 1.99148 3.81308  0.0015
83 C -1.45385 3.14949 4.67686  -0.0002
84 C -0.17251 3.78076 4.11629  0.0003
85 N 0.39397 2.66467 3.36900  0.0001
86 C -0.54445 1.72278 3.09898  0.0115
87 S -0.30942 0.42481 2.05950  0.0085
88 H -3.68732 1.63196 3.96106  -0.0006
89 H -2.66713 0.59935 4.99616  -0.0002
90 H -2.73181 0.32885 3.23580  -0.0008
91 H -1.33696 2.83116 5.71762  0.0000
92 H -2.31292 3.81640 4.61471  0.0002
93 H 0.50125 4.11684 4.90169  0.0000
94 H -0.39661 4.62608 3.46003  -0.0001
95 H 1.16440 2.77075 2.72636  -0.0003

Cartesian forces, eV/Å:
Ni 0.49 -0.26 0.66
C 0.04 0.02 0.09
Si -0.05 0.12 -0.06
C 0.03 -0.04 0.01
C -0.02 -0.03 0.02
C -0.01 0.00 -0.01
C 0.01 0.01 0.01
C -0.01 0.03 -0.03
C -0.04 0.05 0.04
P -0.01 -0.04 -0.04
C 0.00 0.00 0.00
C 0.00 -0.01 -0.02
C -0.01 0.01 -0.01
C 0.01 -0.01 0.01
C 0.00 0.01 0.01
C 0.00 -0.01 0.00
C 0.00 0.05 0.03
C 0.01 0.01 0.00
C 0.01 0.01 -0.03
C 0.00 0.00 0.01
C 0.00 0.00 0.00
C -0.01 -0.02 -0.01
C -0.06 -0.19 0.04
C 0.03 0.03 0.05
C -0.01 -0.02 -0.04
C 0.00 0.01 0.02
C 0.08 0.09 0.00
C -0.24 0.03 -0.24
P -0.06 -0.04 -0.13
C 0.01 0.04 -0.03
C 0.01 -0.01 0.03
C 0.00 0.00 0.00
C 0.02 -0.01 0.02
C -0.01 0.04 -0.04
C 0.01 -0.03 0.03
C 0.02 0.00 0.00
C 0.03 0.04 0.01
C 0.00 0.00 0.00
C 0.00 -0.01 0.01
C -0.01 0.00 0.01
C 0.01 0.00 -0.03
H -0.02 0.04 -0.04
H 0.00 -0.01 -0.02
H -0.01 -0.02 0.01
H 0.03 -0.03 0.00
H 0.00 -0.01 -0.01
H -0.02 0.00 -0.01
H -0.01 0.01 0.00
H -0.02 -0.01 0.00
H -0.02 0.01 0.00
H -0.01 0.00 0.02
H 0.01 -0.01 0.02
H -0.01 0.00 0.00
H -0.01 0.00 -0.01
H 0.00 0.02 0.01
H 0.00 0.01 -0.01
H 0.00 0.00 -0.01
H -0.01 -0.01 0.00
H -0.01 -0.02 0.00
H -0.01 0.00 0.01
H 0.00 0.00 0.01
H 0.00 0.01 0.00
H -0.02 0.00 0.02
H 0.00 0.01 -0.01
H 0.00 0.00 -0.01
H 0.02 -0.01 -0.01
H -0.02 0.01 -0.01
H 0.01 -0.06 0.01
H -0.01 -0.01 0.02
H 0.00 0.01 0.01
H 0.00 0.02 -0.01
H -0.01 0.00 -0.02
F -0.03 -0.01 0.03
C 0.04 -0.01 0.00
F -0.01 0.01 0.01
F -0.02 0.01 0.00
S -0.12 -0.03 -0.02
O 0.03 0.00 0.06
O 0.03 0.04 0.03
O -0.07 0.17 -0.41
C 0.02 0.02 -0.05
N 0.01 -0.01 -0.01
C -0.01 0.00 -0.04
C 0.00 -0.04 0.02
N 0.00 0.01 -0.03
C -0.01 0.05 0.08
S 0.04 -0.04 -0.06
H 0.00 0.01 0.01
H 0.00 0.00 -0.01
H 0.01 0.02 0.01
H 0.03 -0.03 0.00
H -0.01 0.01 0.01
H 0.01 0.01 0.00
H -0.02 -0.01 -0.02
H 0.00 -0.01 0.01